ORCA calculation (ωB97M-V with the def2-TZVPD basis set) on 2 unconnected molecules or ions with the total composition C4H14N2.

The value obtained for the LUMO energy is 1.0 eV. Its energy above the lowest of the compared OMol25 structures with the same formula, charge and spin is 0.1392 eV. The SMILES is CCCN.CN. The calculation puts the HOMO energy at -8.57 eV. The molecular weight is 90.17 g/mol. The calculation puts the gap between HOMO and LUMO at 0.352 Eh.

XYZ file:
```
20
Properties=species:S:1:pos:R:3:forces:R:3
C -0.55190 -1.23599 1.42520 -0.198 0.070 -0.165
C -1.28974 -1.04371 0.10510 0.262 -0.107 -0.068
C -0.46813 -1.48894 -1.12066 -0.215 -0.168 -0.059
N 0.90827 -1.04821 -1.20756 0.251 0.023 0.107
H -1.19843 -0.98280 2.26464 0.041 -0.020 0.082
H -0.23445 -2.27135 1.53443 0.071 -0.116 0.087
H 0.33045 -0.59913 1.47194 0.045 -0.036 0.060
H -1.57264 0.00538 0.00402 -0.121 0.023 -0.008
H -2.21424 -1.62499 0.11748 -0.090 0.063 -0.017
H -0.45583 -2.58511 -1.14425 -0.132 0.063 -0.052
H -0.97780 -1.14747 -2.03035 -0.017 -0.170 0.110
H 0.94806 -0.02977 -1.19524 0.062 -0.138 0.039
H 1.43470 -1.39129 -0.41121 0.033 0.033 -0.104
C 1.11641 2.27309 0.47362 -0.046 0.234 0.185
N 0.41618 1.83569 -0.72217 -0.416 0.373 -0.309
H 0.60414 3.07222 1.02659 0.110 -0.068 -0.024
H 1.24117 1.42503 1.14187 0.079 -0.038 0.108
H 2.10196 2.63140 0.18954 0.121 0.004 0.067
H 0.41849 2.57271 -1.42185 -0.071 -0.121 0.109
H -0.55665 1.63323 -0.50115 0.232 0.095 -0.150
```
Forces are in eV/Å.

ORCA calculation (ωB97M-V with the def2-TZVPD basis set) on C6H11N in the gas phase.

The value obtained for the LUMO energy is 0.9 eV. Its energy above the lowest of the compared OMol25 structures with the same formula, charge and spin is 1.9155 eV. The calculation puts the HOMO energy at -8.15 eV. The molecular weight is 97.16 g/mol. The calculation puts the gap between HOMO and LUMO at 0.333 Eh.

XYZ file:
```
18
Properties=species:S:1:pos:R:3:forces:R:3
C 1.70240 1.02551 -1.34861 0.004 -0.264 0.189
C 0.50025 0.06655 -1.16409 -0.135 -0.443 0.381
C -0.55173 0.54409 -0.17559 -0.253 0.141 0.149
C -0.46979 -0.40928 1.04524 -0.068 0.042 -0.004
C -1.78604 -0.53491 1.80316 -0.020 -0.075 0.000
C 0.21127 -1.69518 0.58964 0.557 0.614 -0.678
N 0.76976 -1.33253 -0.54406 0.097 2.174 -0.562
H 2.52943 0.58075 -1.91696 -0.182 -0.101 0.148
H 1.40585 1.92502 -1.91593 -0.157 -0.444 0.217
H 2.09889 1.38085 -0.39145 -0.056 -0.183 -0.044
H 0.08628 -0.12587 -2.16707 0.033 0.016 0.361
H 1.52250 -1.73353 -1.05689 0.256 -1.489 0.103
H -0.38946 1.58060 0.12532 -0.102 0.004 -0.102
H -1.54766 0.45876 -0.61787 0.006 0.104 0.077
H 0.29258 -0.03613 1.75424 -0.144 -0.003 -0.111
H -2.11509 0.44161 2.18179 0.078 -0.179 -0.088
H -2.57348 -0.92056 1.14617 0.088 0.020 0.089
H -1.68597 -1.21574 2.65295 -0.004 0.065 -0.123
```
Forces are in eV/Å.

ORCA calculation (ωB97M-V with the def2-TZVPD basis set) on a molecular structure, C29H44Br15ClIN2O3PS2.

The value obtained for the LUMO energy is -1.9 eV. Its energy above the lowest of the compared OMol25 structures with the same formula, charge and spin is 10.5636 eV. The calculation puts the HOMO energy at -8.61 eV. The molecular weight is 1924.71 g/mol. The calculation puts the gap between HOMO and LUMO at 0.248 Eh.

XYZ file:
```
98
Properties=species:S:1:pos:R:3:forces:R:3
C 8.43853 0.12611 4.52569 0.162 -0.113 0.438
O 9.09721 0.10691 3.21642 -2.284 -0.025 0.436
C 7.98647 -0.04556 2.26581 0.260 -0.173 -0.468
C 8.45412 -0.67715 0.85262 -0.518 0.101 -0.027
C 7.20845 -1.51858 0.19771 0.544 0.564 0.523
C 6.79462 -0.92682 -1.25439 -0.295 -0.770 -0.040
C 5.27179 -1.32510 -1.68113 0.360 0.404 0.479
C 4.23545 -0.65740 -0.62193 0.034 -0.457 -1.337
C 2.69121 -0.73542 -1.10759 0.565 0.208 1.008
C 1.77381 -0.50942 0.19949 -0.352 -0.389 0.037
C 0.27082 -1.11901 0.05216 0.776 1.137 -0.097
C 0.05125 -2.33862 1.06901 -0.010 -0.336 -0.515
C -1.43656 -3.02525 0.96519 0.348 -0.014 -0.611
C -2.47430 -2.11045 0.11743 -1.389 -0.304 -2.480
C -3.13420 -0.80308 0.77805 -2.635 -0.303 -4.602
P -2.79807 -0.23041 2.53977 1.830 1.186 1.972
O -4.09376 0.66737 3.23758 0.586 -3.411 -2.240
O -2.50987 -1.53501 3.64040 -2.560 1.163 -2.501
S -1.21541 0.92353 2.69389 -0.955 -0.999 -0.469
C -4.09115 0.03434 -0.15966 1.249 -1.429 0.245
C -4.83728 1.38974 0.29479 -0.504 -0.412 0.176
C -3.83607 2.61689 0.59939 0.094 -0.181 -2.140
C -3.77421 3.49482 -0.77947 -0.371 -0.872 0.658
Cl -4.47080 3.66782 1.98052 0.625 -0.874 -1.109
C -4.37982 -0.40981 -1.66345 -0.137 -0.477 -0.800
N -5.25480 0.30962 -2.58988 3.283 -4.309 0.873
S -5.21618 -0.65685 -4.01230 1.752 -0.175 3.352
N -4.14989 -1.98056 -3.67425 -0.586 3.324 4.574
C -3.77324 -1.71663 -2.30289 0.178 0.916 1.265
C -2.80141 -2.55446 -1.35353 -0.323 1.574 1.296
C -2.18470 -3.89000 -2.03272 -0.063 0.254 1.433
C -0.59044 -3.84822 -2.21143 0.034 -0.736 -1.319
C -0.07150 -2.79760 -3.32291 1.174 0.208 1.792
I -0.11218 -3.61135 -5.36910 -0.216 0.540 1.038
H 8.16208 -0.95091 4.83214 0.499 1.529 -0.366
H 7.45376 0.71742 4.50161 1.484 -0.607 -0.005
H 9.14347 0.59366 5.29540 -0.949 -0.739 -1.176
H 7.51093 1.00189 2.10295 0.555 -1.716 0.243
H 7.22293 -0.74020 2.79025 1.001 0.980 -1.159
H 9.38776 -1.34309 1.00431 -1.577 1.158 -0.173
H 8.69859 0.15772 0.09145 -0.090 -1.250 1.434
H 6.34643 -1.45528 0.96521 1.190 -0.081 -1.480
H 7.53247 -2.61844 0.16563 -0.676 1.537 -0.273
H 6.94203 0.22174 -1.28695 -0.385 -1.920 0.229
H 7.50684 -1.35776 -2.04381 -0.894 0.614 1.134
H 5.07195 -0.95826 -2.76052 0.270 -0.514 1.779
H 5.15842 -2.47894 -1.67704 0.179 1.847 -0.001
H 4.57405 0.43776 -0.49856 -0.732 -1.883 0.277
H 4.30296 -1.27257 0.34118 -0.022 1.189 -1.203
H 2.43408 0.09688 -1.86616 0.487 -1.555 1.096
H 2.54875 -1.78119 -1.59205 -0.041 1.695 0.833
H 2.24653 -1.01648 1.12172 -0.511 0.809 -1.438
H 1.73747 0.62396 0.43694 0.014 -1.881 -0.425
H 0.15782 -1.40615 -1.05982 -0.038 0.080 1.853
H -0.44430 -0.23392 0.22271 0.834 -1.641 -0.055
H 0.27361 -2.08217 2.16654 -0.384 0.060 -1.757
H 0.83301 -3.14761 0.77706 -1.274 1.230 0.522
H -1.24450 -4.04489 0.44953 -0.847 1.821 0.669
H -1.82862 -3.28020 2.01141 0.463 0.656 -1.583
H -4.90117 0.14173 2.97590 0.536 0.996 0.616
H -3.34521 -2.08147 3.63271 1.133 0.401 0.287
H -5.53847 1.13763 1.18434 1.458 0.607 -1.448
H -5.55355 1.76240 -0.53721 1.285 -1.012 1.285
H -2.77547 2.22542 0.76267 -1.592 0.712 0.527
H -3.75395 2.70224 -1.62716 0.128 1.518 1.224
H -4.74638 4.10444 -0.85954 1.567 -0.849 0.031
H -2.84789 4.16411 -0.81014 -1.423 -0.916 0.030
H -2.42971 -4.76431 -1.31526 0.390 1.326 -1.140
H -2.72717 -4.12724 -3.01625 0.922 0.654 1.388
H -0.27947 -4.89747 -2.59969 -0.486 1.678 0.699
H -0.00179 -3.69681 -1.23861 -1.137 0.041 -1.407
H -0.56014 -1.76543 -3.24006 0.393 -1.644 -0.462
H 1.05346 -2.62865 -3.09853 -1.890 -0.281 -0.631
C 4.00943 2.90166 -3.00655 0.062 0.076 -0.061
Br 5.46570 2.52144 -1.78228 -0.275 0.351 -0.372
Br 3.52558 1.34878 -4.06394 0.126 0.383 0.077
Br 2.48058 3.65042 -2.08031 0.242 -0.198 -0.118
H 4.36608 3.65999 -3.70238 -0.109 -0.217 0.212
C 2.13320 3.41049 2.28793 -0.126 -0.063 -0.049
Br 1.19109 3.49311 3.97944 0.213 -0.006 -0.260
Br 2.79059 5.15059 1.73838 -0.086 -0.306 0.123
Br 3.54837 2.08302 2.31318 -0.189 0.309 0.041
H 1.41005 3.09147 1.53744 0.198 0.058 0.192
C -9.08057 2.45615 1.02162 -0.028 0.191 0.011
Br -8.18551 0.94223 1.84364 -0.329 0.184 -0.125
Br -8.01464 3.24698 -0.39292 -0.283 -0.177 0.253
Br -10.86115 1.99217 0.40822 0.414 0.044 0.108
H -9.19718 3.21479 1.79456 0.063 -0.239 -0.205
C -2.44074 4.21546 6.13037 -0.069 -0.104 -0.211
Br -0.97401 3.83586 7.34370 -0.238 0.059 -0.192
Br -2.90953 2.66908 5.05868 0.155 0.612 0.605
Br -3.97965 4.94089 7.06510 0.265 -0.113 -0.099
H -2.09367 4.98603 5.44283 -0.091 -0.199 0.221
C -8.33066 -0.82008 -7.06798 -0.096 -0.043 -0.205
Br -9.24837 -2.36567 -6.33870 0.221 0.329 -0.096
Br -9.10663 0.84309 -6.43973 0.195 -0.346 -0.065
Br -6.42001 -0.89378 -6.73563 -0.762 -0.065 -0.923
H -8.46791 -0.84807 -8.14819 0.031 0.010 0.320
```
Forces are in eV/Å.

ORCA calculation (ωB97M-V with the def2-TZVPD basis set) on a molecular structure, C23H37BClLiMg2NO18PSi.

The value obtained for the LUMO energy is -5.7 eV. The calculation puts the HOMO energy at -6.52 eV. The molecular weight is 776.41 g/mol. The calculation puts the gap between HOMO and LUMO at 0.031 Eh.

XYZ file:
```
86
Properties=species:S:1:pos:R:3:forces:R:3
C 3.11150 0.08443 -4.12177 -0.103 -0.216 -0.631
O 2.88134 1.47552 -3.87749 0.254 -0.004 -0.162
B 3.70201 2.03104 -2.95854 -0.262 -0.480 0.302
O 4.91374 2.65984 -3.39724 -0.431 0.496 -0.542
Si 3.26613 2.09776 -1.01084 0.219 0.382 1.381
H 3.08560 -0.06607 -5.21143 0.477 0.168 0.618
H 2.31412 -0.52913 -3.71348 -0.194 0.090 0.281
H 4.06256 -0.28207 -3.74137 0.193 0.061 0.066
H 5.69052 2.14342 -3.15746 0.294 0.220 0.242
H 2.55972 0.91180 -0.48620 -0.128 -0.069 -0.312
H 4.51223 2.29151 -0.24594 0.074 -0.112 -0.127
H 2.45339 3.31697 -0.76850 -0.110 -0.030 -0.214
Li 4.60276 4.58405 -3.24882 0.259 -0.325 0.300
C 4.17280 -5.56658 1.21906 0.207 -0.184 0.043
O 4.21281 -4.39715 0.38734 -2.373 -1.132 -1.710
P 4.82413 -4.56120 -1.14830 5.998 2.579 1.657
O 6.14087 -5.14439 -0.79981 -0.401 -0.579 -0.408
O 4.82361 -2.94983 -1.34570 -1.053 -0.189 -0.475
C 3.75549 -2.12923 -0.84603 0.265 0.068 0.076
O 4.84323 -4.90425 -2.76107 -2.819 -0.796 0.913
C 3.65597 -4.65700 -3.53858 0.124 0.206 -0.090
H 3.53135 -5.36515 2.07341 -0.037 0.193 -0.103
H 3.77570 -6.42344 0.67856 -0.039 -0.034 0.042
H 5.18577 -5.79059 1.54600 0.021 -0.007 -0.018
H 3.99253 -1.76325 0.14948 -0.047 -0.061 0.053
H 2.81113 -2.67095 -0.81054 -0.037 0.033 0.064
H 3.64755 -1.27999 -1.52143 0.066 -0.028 -0.061
H 3.56336 -3.58890 -3.75422 0.007 -0.006 0.052
H 2.75566 -5.00166 -3.02776 -0.016 -0.030 -0.046
H 3.74794 -5.20025 -4.47531 0.090 -0.038 0.032
O 2.79762 4.47982 2.58273 -0.032 0.014 -0.123
Cl 4.20272 4.39512 2.25143 -0.064 -0.072 0.041
O 4.64187 3.02532 2.37171 -0.002 -0.026 -0.116
O 4.96832 5.24229 3.11870 0.014 0.043 -0.005
O 4.38893 4.82785 0.86941 -0.028 0.034 -0.270
C 0.03606 -0.24539 1.08790 -0.211 0.045 0.126
C 1.27293 -0.77425 1.63362 0.147 0.118 -0.155
N 2.28692 -1.13842 2.02432 0.095 -0.225 0.097
H 0.26409 0.45871 0.29023 -0.018 0.035 -0.003
H -0.58436 -1.04767 0.69336 -0.014 -0.013 0.003
H -0.50649 0.27570 1.87472 -0.075 0.062 -0.053
C -0.56285 -7.70278 -0.57415 -0.647 0.348 0.600
C 0.56877 -7.45485 0.39412 0.113 -0.114 0.054
O 0.83349 -6.08580 0.53807 0.406 0.388 -0.024
C -0.20889 -5.27228 1.05049 -0.134 0.090 0.163
C -0.63974 -5.64836 2.45685 -0.004 -0.230 -0.063
H -0.39230 -7.15044 -1.51099 -0.124 0.027 0.236
H -0.65022 -8.77570 -0.79471 -0.513 0.345 0.818
H -1.52366 -7.37814 -0.16877 -0.041 -0.062 -0.039
H 1.49421 -7.89316 0.00778 0.013 0.024 0.007
H 0.37280 -7.94281 1.35401 -0.075 0.036 0.015
H -1.06686 -5.26901 0.36749 -0.016 -0.036 0.023
H 0.19084 -4.25820 1.05656 0.134 -0.038 -0.058
H -1.14594 -6.61527 2.48042 -0.048 0.020 0.010
H -1.33055 -4.90409 2.85142 0.008 0.027 0.003
H 0.22562 -5.71269 3.11641 0.016 0.088 0.010
Mg 1.74680 -0.65958 -6.83283 -0.497 -0.218 -0.716
C -0.93767 3.51602 1.60718 0.009 -0.063 -0.066
C -0.77977 4.16805 2.82175 0.147 0.033 0.086
C -1.89758 4.57188 3.53750 -0.065 -0.029 -0.036
C -3.17009 4.31593 3.04312 -0.009 0.042 0.033
C -3.32613 3.66130 1.82981 -0.109 -0.011 -0.056
C -2.20877 3.26379 1.10907 0.041 -0.008 0.021
H -0.06322 3.20479 1.04896 0.058 0.045 0.025
H 0.21487 4.35941 3.20498 0.032 0.003 -0.059
H -1.77655 5.08522 4.48221 0.009 0.000 0.017
H -4.04277 4.62551 3.60536 -0.008 -0.026 -0.015
H -4.31921 3.46039 1.44731 -0.014 -0.002 0.027
H -2.33024 2.75661 0.15945 -0.015 -0.007 -0.017
C -7.49084 7.21151 -0.36526 -0.695 0.296 -1.241
C -6.98266 8.38544 0.30962 -0.093 0.194 -0.293
C -6.28396 8.11085 1.62546 0.706 -1.900 1.603
O -5.74361 8.96996 2.27796 -0.030 0.486 -0.287
C -6.29058 6.73729 2.10485 -0.059 -0.082 0.079
C -6.81272 5.56751 1.43270 0.805 1.241 1.413
C -7.41197 5.83035 0.06997 -0.294 0.225 -0.831
O -7.82231 4.94616 -0.64539 0.065 0.079 -0.035
O -6.79017 4.44568 1.87717 -0.023 -0.382 0.167
O -7.07626 9.51475 -0.10299 -0.407 -0.226 -0.404
H -7.99193 7.33954 -1.32032 0.124 0.182 0.008
H -5.83662 6.61365 3.08404 -0.065 -0.162 -0.209
Mg 0.28093 -9.00016 -2.42402 0.984 -0.865 -1.776
C -7.78850 2.07217 -1.63712 0.434 0.051 -0.091
O -6.61143 2.21702 -1.92855 -0.076 0.017 0.040
O -8.76045 2.24282 -2.40933 -0.120 -0.056 0.253
O -8.22541 1.70542 -0.52181 -0.229 0.035 -0.156
```
Forces are in eV/Å.

Number 4 is which compound? C23H37BClLiMg2NO18PSi

Which value of molecular weight does entry 2 give? 97.16 g/mol

LUMO of number 3 (C29H44Br15ClIN2O3PS2)? -1.9 eV

Which value of gap between HOMO and LUMO does entry 3 give? 0.248 Eh